Below is an isolated ion of composition C3H5N2S and charge -1 in a non-equilibrium geometry, with properties calculated with ωB97M-V/def2-TZVPD.

Each atom is followed by the atoms it is bonded to, with distances in Å.
Geometry (Å):
1 C -0.21365 1.06548 0.79954  C2 1.461, N4 1.290, H7 1.013
2 C 0.78744 0.06285 1.15790  C1 1.461, N5 1.283, H8 1.201
3 C -1.00518 -0.14351 -1.19134  N4 1.415, H9 1.068, H10 1.141, H11 1.179
4 N -1.02440 0.84428 -0.17858  C1 1.290, C3 1.415
5 N 1.02598 -0.74799 0.19206  C2 1.283, S6 1.663
6 S 2.31900 -1.77827 0.00990  N5 1.663
7 H -0.30172 1.91431 1.34604  C1 1.013
8 H 1.39638 0.16119 2.18802  C2 1.201
9 H -1.47136 0.10772 -2.11936  C3 1.068
10 H 0.05222 -0.43115 -1.50978  C3 1.141
11 H -1.56471 -1.05492 -0.69440  C3 1.179

- net charge = -1
- E (Eh) = -624.95442
- orbital gap (Eh) = 0.2464
- 2S+1 = 1
- relative energy (zero: lowest compared OMol25 entry of this formula, charge and spin) (kcal per mole) = 0.0
- HOMO (eV) = -2.54
- SMILES = C/N=C\C=N\[S-]
- lowest unoccupied orbital energy (eV) = 4.166

***

Below is an isolated ion of composition C3H5N2S and charge +1 in a non-equilibrium geometry, with properties calculated with ωB97M-V/def2-TZVPD.

Each atom is followed by the atoms it is bonded to, with distances in Å.
Geometry (Å):
1 C 1.26703 0.45086 0.12492  N4 1.253, H7 1.070
2 C -0.77488 -0.41809 -1.37464  C3 1.508, N5 1.284, S6 1.669
3 C -1.00814 -0.22635 0.10306  C2 1.508, N4 1.453, H8 1.097, H9 1.093
4 N 0.24536 0.10085 0.75998  C1 1.253, C3 1.453, H10 1.031
5 N 0.30855 0.07608 -1.85479  C2 1.284, H11 1.008
6 S -1.82347 -1.16248 -2.43852  C2 1.669
7 H 2.26826 0.67520 0.42821  C1 1.070
8 H -1.73199 0.58350 0.25788  C3 1.097
9 H -1.43541 -1.13483 0.53408  C3 1.093
10 H 0.22236 -0.00764 1.78548  N4 1.031
11 H 0.73755 -0.07617 -2.75399  N5 1.008

- net charge = +1
- E (Eh) = -624.59348
- orbital gap (spin up / spin down) (Eh) = 0.2295 / 0.3160
- 2S+1 = 1
- relative energy (zero: lowest compared OMol25 entry of this formula, charge and spin) (kcal per mole) = 97.1
- HOMO (spin up / spin down) (eV) = -13.07 / -14.03
- lowest unoccupied orbital energy (spin up / spin down) (eV) = -6.828 / -5.429

***

Below is one molecule with the formula C3H5N3 in a non-equilibrium geometry, with properties calculated with ωB97M-V/def2-TZVPD.

Each atom is followed by the atoms it is bonded to, with distances in Å.
Geometry (Å):
1 C -1.62204 -0.26844 0.44688  N2 1.335, H7 1.080, H9 1.073
2 N -0.32913 -0.02934 0.21300  C1 1.335, C3 1.418, C6 1.332
3 C 0.37411 1.19827 0.30258  N2 1.418, N4 1.286, H10 1.085
4 N 1.55660 1.13964 -0.19827  C3 1.286, N5 1.404
5 N 1.73955 -0.17929 -0.64214  N4 1.404, C6 1.400, H8 1.059
6 C 0.60531 -0.87828 -0.21121  N2 1.332, N5 1.400, H11 1.067
7 H -1.92754 -1.29009 0.27552  C1 1.080
8 H 1.35480 -0.28730 -1.62266  N5 1.059
9 H -2.19031 0.44737 1.00992  C1 1.073
10 H -0.09400 2.08796 0.71110  C3 1.085
11 H 0.53266 -1.94049 -0.28473  C6 1.067

- E (Eh) = -281.42894
- orbital gap (spin up / spin down) (Eh) = 0.2728 / 0.2730
- 2S+1 = 1
- relative energy (zero: lowest compared OMol25 entry of this formula, charge and spin) (kcal per mole) = 101.1
- HOMO (spin up / spin down) (eV) = -6.68 / -6.69
- lowest unoccupied orbital energy (spin up / spin down) (eV) = 0.742 / 0.744

***

Below is a 2-piece molecular cluster, C3H5N3 overall in a non-equilibrium geometry, with properties calculated with ωB97M-V/def2-TZVPD.

Each atom is followed by the atoms it is bonded to, with distances in Å.
Geometry (Å):
1 C -1.50298 -0.37828 0.08098  N2 1.464, H7 1.096, H8 1.092, H9 1.092
2 N -0.49344 -0.31534 -0.97695  C1 1.464, C3 1.327, H10 1.009
3 C 0.41884 0.64615 -1.03553  N2 1.327, N4 1.166
4 N 1.21693 1.49224 -1.12046  C3 1.166
5 C 1.52288 -0.49893 1.89135  N6 1.173
6 N 2.09505 0.32008 1.27638  C5 1.173, H11 1.019
7 H -1.09228 -0.73223 1.03313  C1 1.096
8 H -2.29027 -1.05703 -0.25491  C1 1.092
9 H -1.94101 0.61234 0.21886  C1 1.092
10 H -0.22204 -1.18688 -1.40759  N2 1.009
11 H 2.29538 1.00008 0.54422  N6 1.019

- E (Eh) = -281.51405
- orbital gap (Eh) = 0.3969
- 2S+1 = 1
- relative energy (zero: lowest compared OMol25 entry of this formula, charge and spin) (kcal per mole) = 47.7
- HOMO (eV) = -10.09
- lowest unoccupied orbital energy (eV) = 0.714

***

Below is one molecule with the formula C3H5N3 in a non-equilibrium geometry, with properties calculated with ωB97M-V/def2-TZVPD.

Each atom is followed by the atoms it is bonded to, with distances in Å.
Geometry (Å):
1 C 2.22148 0.33493 0.86070  N4 1.150, N5 1.347
2 C -0.04439 -0.06261 -0.15969  C3 1.476, N5 1.583, N6 1.311
3 C -0.88467 -0.05455 -1.37263  C2 1.476, H7 1.105, H8 1.163, H9 1.077
4 N 2.88774 0.56790 1.76829  C1 1.150
5 N 1.52690 0.09808 -0.26828  C1 1.347, C2 1.583
6 N -0.63086 -0.23440 0.99971  C2 1.311, H10 1.000, H11 1.009
7 H -1.55838 -0.90535 -1.16701  C3 1.105
8 H -1.46590 0.95129 -1.42031  C3 1.163
9 H -0.31306 -0.01572 -2.28465  C3 1.077
10 H -1.61250 -0.25239 1.19202  N6 1.000
11 H -0.12636 -0.42720 1.85185  N6 1.009

- E (Eh) = -281.51459
- orbital gap (Eh) = 0.3315
- 2S+1 = 1
- relative energy (zero: lowest compared OMol25 entry of this formula, charge and spin) (kcal per mole) = 47.4
- HOMO (eV) = -8.77
- SMILES = C/C(N)=N/C#N
- lowest unoccupied orbital energy (eV) = 0.253

***

Below is a 2-piece molecular cluster, C3H5N3 overall in a non-equilibrium geometry, with properties calculated with ωB97M-V/def2-TZVPD.

Each atom is followed by the atoms it is bonded to, with distances in Å.
Geometry (Å):
1 C -1.87273 -0.28658 -0.01823  N2 1.448, H7 1.091, H8 1.094, H9 1.095
2 N -0.78011 0.32526 -0.74587  C1 1.448, C3 1.209
3 C 0.16162 0.96216 -0.33367  N2 1.209, N4 1.238
4 N 1.21740 1.52767 -0.02067  C3 1.238, H10 1.014
5 C 2.22589 -1.23316 0.19927  N6 1.154, H11 1.071
6 N 1.37467 -2.01022 0.25500  C5 1.154
7 H -2.62501 -0.62255 -0.73361  C1 1.091
8 H -1.51207 -1.15062 0.54746  C1 1.094
9 H -2.33552 0.42797 0.67045  C1 1.095
10 H 1.16240 2.53816 0.03933  N4 1.014
11 H 2.98346 -0.47809 0.14054  C5 1.071

- E (Eh) = -281.52749
- orbital gap (Eh) = 0.4011
- 2S+1 = 1
- relative energy (zero: lowest compared OMol25 entry of this formula, charge and spin) (kcal per mole) = 39.3
- HOMO (eV) = -9.99
- SMILES = CN=C=N.C#N
- lowest unoccupied orbital energy (eV) = 0.927

***

Below is one molecule with the formula C3H5N3, with properties calculated with ωB97M-V/def2-TZVPD.

Each atom is followed by the atoms it is bonded to, with distances in Å.
Geometry (Å):
1 C -1.35458 -0.18484 -0.12672  N2 1.465, H7 1.095, H8 1.091, H9 1.092
2 N -0.05351 0.18867 0.43365  C1 1.465, C3 1.389, C6 1.379
3 C 0.72831 1.19076 -0.12626  N2 1.389, N4 1.296, H10 1.085
4 N 1.91971 0.76976 -0.41632  C3 1.296, N5 1.394
5 N 1.98059 -0.57483 -0.05374  N4 1.394, C6 1.294
6 C 0.82947 -0.86989 0.45876  N2 1.379, N5 1.294, H11 1.085
7 H -1.14720 -0.52753 -1.14600  C1 1.095
8 H -2.08673 0.62403 -0.14619  C1 1.091
9 H -1.74269 -1.02677 0.45053  C1 1.092
10 H 0.44242 2.23688 -0.16558  C3 1.085
11 H 0.48423 -1.82624 0.83787  C6 1.085

- E (Eh) = -281.54076
- orbital gap (Eh) = 0.3990
- 2S+1 = 1
- relative energy (zero: lowest compared OMol25 entry of this formula, charge and spin) (kcal per mole) = 30.9
- HOMO (eV) = -10.15
- SMILES = Cn1cnnc1
- lowest unoccupied orbital energy (eV) = 0.707

***

Below is a 2-piece molecular cluster, C3H5N3 overall in a non-equilibrium geometry, with properties calculated with ωB97M-V/def2-TZVPD.

Each atom is followed by the atoms it is bonded to, with distances in Å.
Geometry (Å):
1 C 1.19189 -0.53660 -0.89088  N2 1.478, H7 1.097, H8 1.090, H9 1.091
2 N 0.21033 0.56855 -0.90198  C1 1.478, C3 1.286, H10 1.015
3 C -0.91293 0.43360 -0.29004  N2 1.286, N4 1.193
4 N -2.06090 0.33882 0.01929  C3 1.193, H11 1.050
5 C -0.03803 -0.21157 1.99301  N6 1.175
6 N -1.02528 0.02811 2.58316  C5 1.175
7 H 1.43913 -0.72769 0.16085  C1 1.097
8 H 2.05170 -0.22051 -1.48135  C1 1.090
9 H 0.73428 -1.41633 -1.34599  C1 1.091
10 H 0.58034 1.51366 -0.90425  N2 1.015
11 H -2.17053 0.22997 1.05819  N4 1.050

- E (Eh) = -281.46287
- orbital gap (Eh) = 0.3419
- 2S+1 = 1
- relative energy (zero: lowest compared OMol25 entry of this formula, charge and spin) (kcal per mole) = 79.8
- HOMO (eV) = -9.33
- lowest unoccupied orbital energy (eV) = -0.024